Density functional theory data (ωB97M-V/def2-TZVPD) for 2 unconnected molecules or ions with the total composition C4H3Cl3O3.

XYZ file:
```
13
Properties=species:S:1:pos:R:3:forces:R:3
Cl 0.667 -0.648 -2.324 -0.51 0.42 0.63
Cl 1.625 1.191 1.451 -0.64 0.01 0.25
Cl -1.709 -1.287 0.367 0.41 0.11 0.01
O 2.822 0.493 -0.572 -1.36 -1.20 -0.99
O 1.752 -2.120 3.452 -2.84 -0.44 1.29
O 3.909 -1.653 3.009 3.95 1.00 -0.21
C 0.367 0.144 -0.759 2.53 -0.10 -0.20
C 1.517 0.488 -0.107 0.87 0.35 -1.10
C 2.851 -1.852 3.346 -1.11 -0.55 -1.10
C -0.963 0.299 -0.213 -1.94 0.46 1.79
H -1.814 0.621 -0.866 1.41 0.23 0.25
H -0.895 0.949 0.740 -0.24 -0.97 -1.75
H 2.917 -0.009 -1.431 -0.53 0.68 1.13
```
Forces are in eV/Å.

Computed properties:
HOMO-LUMO gap = 0.360 Ha
Calculated total energy = -1760.51944 a.u.
Charge = 0

Here are the Mulliken charges for atoms 1 to 6, given in e: number 1, Cl, carries -0.26; number 2, Cl, carries -0.17; number 3, Cl, carries -0.20; number 4, O, carries -0.48; number 5, O, carries -0.33; number 6, O, carries -0.31